This record from the Open Molecules 2025 dataset describes a 2-piece molecular cluster, CH6NS2 overall at a distorted geometry. The level of theory is ωB97M-V/def2-TZVPD.

Each line ends with the natural charge from an NBO analysis.
Positions of all 10 atoms, in Å:
C (0.02, -0.32, -0.05)  -0.385
N (-0.04, 1.18, 0.13)  -0.790
S (0.38, -0.56, -1.89)  -0.003
S (1.12, -1.21, 1.07)  0.099
H (-1.40, -0.72, 0.17)  0.272
H (-0.77, 1.42, 0.95)  0.479
H (-0.35, 1.72, -0.83)  0.481
H (0.88, 1.68, 0.40)  0.467
H (0.11, -1.93, -2.04)  0.208
H (0.06, -1.28, 2.09)  0.172

Values from the calculation:
M: 96.20 u
Total energy: -892.4678 Eh
Charge: +1
Energy above the lowest of the compared OMol25 structures with the same formula, charge and spin: 205.9 kJ/mol
F_max: 4.73 eV/A
Frontier orbital gap: 9.413 eV

=====

This record from the Open Molecules 2025 dataset describes CH6Na8O6 as an isolated structure at a distorted geometry. The level of theory is ωB97M-V/def2-TZVPD.

Each line ends with the natural charge from an NBO analysis.
Positions of all 21 atoms, in Å:
Na (3.88, -2.63, -1.33)  0.993
Na (-4.16, -2.49, 3.62)  0.949
Na (-3.94, 3.07, 4.60)  0.993
Na (-1.05, -2.28, -4.79)  0.937
Na (-6.64, -0.23, -1.02)  0.976
Na (0.63, 3.06, -4.86)  0.979
Na (-0.29, -7.30, 0.30)  0.999
Na (1.31, 3.71, 1.58)  0.992
C (-0.68, -0.67, 0.20)  0.895
O (0.03, -0.15, -0.63)  -0.906
O (-1.66, -0.04, 0.62)  -0.913
O (-0.34, -1.80, 0.61)  -0.897
O (-2.65, 4.31, -2.06)  -0.928
H (-3.09, 3.88, -2.79)  0.468
H (-2.47, 3.60, -1.44)  0.461
O (5.62, 1.90, -2.66)  -0.936
H (5.15, 2.67, -2.33)  0.461
H (5.64, 2.03, -3.61)  0.476
O (1.60, -3.92, 5.46)  -0.924
H (1.46, -3.63, 4.55)  0.450
H (1.67, -3.10, 5.96)  0.475

Values from the calculation:
M: 297.97 u
Total energy: -1789.2015 Eh
Charge: +6
Energy above the lowest of the compared OMol25 structures with the same formula, charge and spin: 0.0 kJ/mol
F_max: 6.62 eV/A
Frontier orbital gap: 2.930 eV

=====

This record from the Open Molecules 2025 dataset describes a 2-piece molecular cluster, CH6O overall at a distorted geometry. The level of theory is ωB97M-V/def2-TZVPD.

Each line ends with the natural charge from an NBO analysis.
Positions of all 8 atoms, in Å:
C (2.09, 2.08, -0.14)  -0.852
H (3.02, 1.54, -0.38)  0.214
H (1.34, 1.36, 0.21)  0.212
H (2.29, 2.81, 0.66)  0.213
H (1.72, 2.60, -1.03)  0.213
O (-3.41, -3.81, 0.06)  -0.940
H (-2.89, -3.35, 0.76)  0.470
H (-4.16, -3.21, -0.13)  0.470

Values from the calculation:
M: 34.06 u
SMILES string: C.O
Total energy: -116.9234 Eh
Charge: 0
Energy above the lowest of the compared OMol25 structures with the same formula, charge and spin: 2.5 kJ/mol
F_max: 1.24 eV/A
Frontier orbital gap: 12.577 eV

=====

This record from the Open Molecules 2025 dataset describes the molecule CH6O2Si at a distorted geometry. The level of theory is ωB97M-V/def2-TZVPD.

Each line ends with the natural charge from an NBO analysis.
Positions of all 10 atoms, in Å:
C (1.28, -0.04, -0.26)  -0.612
O (-1.54, 0.80, -0.91)  -1.105
O (-1.68, -1.41, 0.37)  -1.101
Si (-0.95, 0.06, 0.38)  1.489
H (1.74, -0.45, 0.66)  0.197
H (1.63, -0.81, -0.93)  0.176
H (1.56, 0.93, -0.56)  0.191
H (-2.48, 0.54, -1.16)  0.512
H (-1.86, -1.68, 1.35)  0.494
H (-1.05, 0.81, 1.62)  -0.240

Values from the calculation:
M: 78.14 u
<S²>: 2.00
2S+1: 3
Total energy: -481.5070 Eh
Charge: 0
Energy above the lowest of the compared OMol25 structures with the same formula, charge and spin: 0.0 kJ/mol
F_max: 5.46 eV/A
Frontier orbital gap (spin up / spin down): 4.528 / 9.032 eV

=====

This record from the Open Molecules 2025 dataset describes a 3-piece molecular cluster, CH6O3 overall at a distorted geometry. The level of theory is ωB97M-V/def2-TZVPD.

Each line ends with the natural charge from an NBO analysis.
Positions of all 10 atoms, in Å:
O (-0.50, 1.13, -1.07)  -0.818
C (0.50, 0.41, -1.43)  -0.237
H (1.50, 0.44, -0.93)  0.059
H (0.36, -0.22, -2.32)  0.053
H (-3.67, 2.71, 2.30)  0.453
H (-2.95, 1.61, 1.70)  0.483
O (-3.25, 1.89, 2.58)  -0.945
H (3.88, -2.59, -0.22)  0.463
H (3.23, -3.84, -0.96)  0.455
O (3.05, -3.07, -0.38)  -0.966

Values from the calculation:
M: 66.06 u
<S²>: 0.75
2S+1: 2
Total energy: -267.3415 Eh
Charge: -1
Energy above the lowest of the compared OMol25 structures with the same formula, charge and spin: 76.4 kJ/mol
F_max: 1.13 eV/A
Frontier orbital gap (spin up / spin down): 2.734 / 5.967 eV

=====

This record from the Open Molecules 2025 dataset describes a 3-piece molecular cluster, CH6O3 overall at a distorted geometry. The level of theory is ωB97M-V/def2-TZVPD.

Each line ends with the natural charge from an NBO analysis.
Positions of all 10 atoms, in Å:
C (-0.25, -0.46, -1.30)  0.313
O (-0.13, 0.17, -0.28)  -0.551
H (0.09, -0.15, -2.30)  0.113
H (-0.72, -1.46, -1.33)  0.135
O (-0.57, -2.52, 0.94)  -0.958
H (-0.33, -1.59, 1.11)  0.483
H (-1.12, -2.80, 1.67)  0.473
O (1.01, 2.78, 0.31)  -0.956
H (0.85, 1.86, 0.07)  0.485
H (0.16, 3.10, 0.63)  0.462

Values from the calculation:
M: 66.06 u
SMILES string: C=O.O.O
Total energy: -267.3873 Eh
Charge: 0
Energy above the lowest of the compared OMol25 structures with the same formula, charge and spin: 0.0 kJ/mol
F_max: 1.01 eV/A
Frontier orbital gap: 11.200 eV

=====

This record from the Open Molecules 2025 dataset describes a 3-piece molecular cluster, CH6O4 overall at a distorted geometry. The level of theory is ωB97M-V/def2-TZVPD.

Each line ends with the natural charge from an NBO analysis.
Positions of all 11 atoms, in Å:
O (1.15, -0.11, -2.16)  -0.550
C (0.07, 0.31, -1.91)  0.659
O (-0.20, 1.25, -0.97)  -0.748
H (-0.83, -0.09, -2.40)  0.094
H (-0.47, 0.77, -0.15)  0.525
O (-1.33, 0.77, 1.51)  -0.951
H (-0.84, 0.36, 2.21)  0.489
H (-2.26, 0.55, 1.69)  0.485
O (1.23, -1.37, 0.82)  -0.965
H (2.07, -1.67, 1.24)  0.480
H (1.41, -0.77, 0.13)  0.482

Values from the calculation:
M: 82.05 u
SMILES string: O=CO.O.O
Total energy: -342.6526 Eh
Charge: 0
Energy above the lowest of the compared OMol25 structures with the same formula, charge and spin: 83.3 kJ/mol
F_max: 2.32 eV/A
Frontier orbital gap: 11.265 eV

=====

This record from the Open Molecules 2025 dataset describes CH6O4 as an isolated structure at a distorted geometry. The level of theory is ωB97M-V/def2-TZVPD.

Each line ends with the natural charge from an NBO analysis.
Positions of all 11 atoms, in Å:
O (0.96, 0.71, -1.45)  -0.274
C (0.50, -0.50, -1.28)  0.149
O (1.47, -1.80, -1.65)  -0.744
H (-0.40, -0.71, -2.01)  0.293
H (1.78, -1.67, -2.61)  0.471
H (-2.50, -0.41, 2.26)  0.461
H (0.36, -0.81, -0.24)  0.287
O (-0.93, 1.95, 2.05)  -0.759
H (0.04, 1.96, 2.10)  0.456
H (-1.29, 0.78, 2.00)  0.442
O (-1.63, -0.37, 1.82)  -0.782

Values from the calculation:
M: 82.05 u
Total energy: -342.3160 Eh
Charge: 0
Energy above the lowest of the compared OMol25 structures with the same formula, charge and spin: 966.9 kJ/mol
F_max: 3.99 eV/A
Frontier orbital gap: 3.429 eV

=====

This record from the Open Molecules 2025 dataset describes a 2-piece molecular cluster, CH6OS2 overall. The level of theory is ωB97M-V/def2-TZVPD.

Each line ends with the natural charge from an NBO analysis.
Positions of all 10 atoms, in Å:
C (-1.67, -0.99, -0.13)  -0.243
O (-1.75, -0.24, 1.05)  -0.725
H (-0.71, -1.51, -0.24)  0.161
H (-1.86, -0.39, -1.02)  0.158
H (-2.46, -1.74, -0.12)  0.179
H (-0.96, 0.30, 1.18)  0.468
S (1.66, 0.96, 0.63)  -0.155
S (3.12, 1.75, -0.62)  -0.116
H (2.33, -0.15, 0.92)  0.138
H (2.30, 2.02, -1.65)  0.135

Values from the calculation:
M: 98.19 u
SMILES string: CO.SS
Total energy: -913.2765 Eh
Charge: 0
Energy above the lowest of the compared OMol25 structures with the same formula, charge and spin: 68.1 kJ/mol
F_max: 0.61 eV/A
Frontier orbital gap: 9.366 eV

=====

This record from the Open Molecules 2025 dataset describes a 2-piece molecular cluster, CH6OS2 overall at a distorted geometry. The level of theory is ωB97M-V/def2-TZVPD.

Each line ends with the natural charge from an NBO analysis.
Positions of all 10 atoms, in Å:
S (-3.69, -1.80, 0.59)  0.290
S (-1.72, -1.19, 0.68)  0.308
H (-3.41, -3.09, 0.85)  0.194
H (-1.50, -1.22, -0.63)  0.183
C (1.82, 1.54, -0.40)  -0.247
O (1.83, 0.59, 0.63)  -0.694
H (2.45, 1.32, -1.26)  0.179
H (0.83, 1.61, -0.92)  0.139
H (1.98, 2.47, 0.11)  0.204
H (1.42, -0.23, 0.36)  0.445

Values from the calculation:
M: 98.19 u
<S²>: 0.75
2S+1: 2
Total energy: -912.9076 Eh
Charge: +1
Energy above the lowest of the compared OMol25 structures with the same formula, charge and spin: 230.2 kJ/mol
F_max: 1.89 eV/A
Frontier orbital gap (spin up / spin down): 7.459 / 3.107 eV